ORCA calculation (ωB97M-V/def2-TZVPD) on a 3-piece molecular cluster, C27H59N6O2Si overall in a non-equilibrium geometry.

## Properties
- E_tot: -49859.722 eV
- <S²>: 2.008
- Charge: +1
- Molar mass: 527.90 g/mol
- Max |F|: 1.338 eV/Å
- LUMO (spin up / spin down): -0.1226 / -0.1226 Eh
- Highest occupied orbital energy (spin up / spin down): -9.84 / -10.88 eV
- Spin multiplicity: 3

Atoms and positions in Å:
C1 -5.4795 2.2455 4.2185
C2 -4.1544 1.6157 3.8131
N1 -4.1473 0.1806 4.1374
N2 -2.8402 -0.2880 4.3973
C3 -1.9013 -0.2783 3.4543
N3 -0.5977 -0.0848 3.7505
C4 -0.0447 1.1049 3.0103
C5 -0.3563 1.0408 1.5134
Si1 -0.9391 2.7312 0.7886
C6 -0.8443 4.1062 2.0525
C7 0.2256 3.1439 -0.6146
C8 -2.6737 2.6590 0.0932
C9 -1.2910 -0.1182 1.1255
N4 -2.2818 -0.5102 2.1642
H1 -6.2718 2.0198 3.5071
H2 -5.7758 1.9468 5.2263
H3 -5.3560 3.3285 4.2265
H4 -4.0265 1.7220 2.7355
H5 -3.3203 2.1443 4.2937
H6 -4.6718 0.0331 4.9918
H7 -2.6403 -0.6868 5.3055
H8 -0.4909 0.0843 4.7470
H9 1.0286 1.1122 3.1857
H10 -0.4783 1.9850 3.4899
H11 0.5814 0.8331 0.9946
H12 -1.5818 4.0158 2.8567
H13 -1.0345 5.0635 1.5625
H14 0.1394 4.1780 2.5256
H15 1.2469 2.9649 -0.2658
H16 0.0361 2.4916 -1.4692
H17 0.1239 4.1945 -0.8866
H18 -2.7539 1.9724 -0.7526
H19 -3.4536 2.3973 0.8102
H20 -2.9095 3.6592 -0.2813
H21 -0.6782 -1.0030 0.9242
H22 -1.8483 0.0722 0.2102
H23 -2.3871 -1.5237 2.1240
C10 8.0136 1.2533 -0.8010
C11 7.1337 2.5038 -0.5951
C12 6.5961 2.5583 0.8387
C13 5.5059 1.5266 1.1236
C14 4.3792 1.6248 0.0958
C15 4.8753 1.5397 -1.3512
N5 5.9823 2.5265 -1.5577
O1 5.5186 3.7135 -1.7141
C16 5.3209 0.1061 -1.6706
C17 3.7442 1.8628 -2.3188
C18 8.0189 3.7162 -0.8612
H24 9.0597 1.5108 -0.6417
H25 7.7785 0.4448 -0.1101
H26 7.9292 0.8723 -1.8175
H27 6.1924 3.5583 1.0252
H28 7.4342 2.4230 1.5262
H29 5.9232 0.5164 1.1341
H30 5.1029 1.6965 2.1246
H31 3.6449 0.8287 0.2571
H32 3.8542 2.5767 0.2335
H33 5.7798 0.0578 -2.6584
H34 4.4439 -0.5425 -1.6759
H35 6.0180 -0.3093 -0.9492
H36 3.2939 2.8312 -2.1142
H37 2.9659 1.1016 -2.2293
H38 4.0952 1.8617 -3.3509
H39 8.3867 3.7096 -1.8879
H40 8.8748 3.6760 -0.1868
H41 7.4939 4.6521 -0.6904
C19 -1.4460 -4.6992 -2.2873
C20 -2.2503 -3.4044 -2.0307
C21 -2.7826 -3.3901 -0.5956
C22 -3.9203 -4.3805 -0.3523
C23 -5.0415 -4.1663 -1.3702
C24 -4.5572 -4.2002 -2.8235
N6 -3.3923 -3.2659 -2.9841
O2 -3.7736 -2.0427 -3.0737
C25 -4.1932 -5.6349 -3.2276
C26 -5.6729 -3.7572 -3.7619
C27 -1.2696 -2.2574 -2.2452
H42 -0.3858 -4.5166 -2.1164
H43 -1.7348 -5.5201 -1.6336
H44 -1.5513 -5.0299 -3.3188
H45 -3.1401 -2.3820 -0.3481
H46 -1.9495 -3.6091 0.0827
H47 -3.5527 -5.4083 -0.3926
H48 -4.3165 -4.2420 0.6560
H49 -5.8169 -4.9250 -1.2463
H50 -5.5141 -3.1981 -1.1771
H51 -3.7427 -5.6528 -4.2204
H52 -5.1052 -6.2304 -3.2626
H53 -3.5191 -6.1320 -2.5366
H54 -6.0659 -2.7792 -3.4969
H55 -6.4868 -4.4806 -3.7054
H56 -5.3199 -3.7170 -4.7926
H57 -0.8855 -2.2557 -3.2657
H58 -0.4215 -2.3935 -1.5705
H59 -1.7044 -1.2793 -2.0457

Forces on the atoms, in the same order (eV/Å):
0.2 0.2 -0.1
-0.1 0.2 -0.2
-0.2 -0.4 0.0
0.2 -0.3 0.2
-0.1 -0.5 -0.3
-0.3 0.4 0.5
0.2 -0.4 -0.2
-0.4 0.3 -0.1
0.0 0.4 -0.4
0.0 -0.1 0.4
0.0 -0.3 0.5
-0.1 -0.1 0.1
0.3 -0.7 0.1
0.9 0.9 0.0
0.0 -0.2 0.1
-0.1 0.0 0.0
-0.1 0.0 0.0
0.1 -0.1 0.0
0.0 -0.2 0.1
0.0 -0.2 -0.1
0.1 0.6 0.2
0.2 0.0 0.0
0.0 0.0 0.0
0.1 0.0 0.0
0.0 0.0 0.0
0.0 0.0 0.0
0.0 0.0 -0.1
0.0 0.0 -0.1
0.1 0.1 -0.2
0.1 0.2 -0.1
0.0 -0.1 -0.2
0.0 0.0 0.0
0.0 0.0 0.0
0.0 0.0 0.0
0.0 0.0 0.0
0.0 0.1 0.1
-1.0 0.1 -0.2
-0.1 -0.1 -0.1
0.7 -0.4 -0.1
-0.2 0.1 0.1
0.0 0.0 -0.1
0.0 0.2 0.2
0.0 -0.8 -0.4
-0.6 0.6 1.0
0.1 0.0 -0.4
0.1 0.0 0.0
-0.2 0.2 0.0
-0.1 0.2 0.0
0.0 0.0 0.1
0.0 0.0 0.0
0.0 0.0 0.0
0.0 0.0 -0.1
0.0 0.0 0.0
0.0 0.0 0.0
0.0 0.0 0.0
0.0 0.0 0.0
0.1 0.0 -0.1
0.0 0.0 0.0
0.0 0.0 0.0
0.0 0.0 0.0
0.1 0.0 0.0
0.1 0.0 0.0
0.1 0.0 0.0
0.0 0.0 0.0
0.0 0.0 0.0
0.0 0.0 0.0
-0.1 -0.1 -0.1
0.8 -0.6 -0.1
-0.2 0.1 0.4
0.0 0.0 -0.2
0.1 0.2 0.2
-0.1 -0.7 -0.4
-0.6 0.6 1.1
0.1 0.1 -0.4
0.1 0.0 0.0
-0.1 0.2 0.0
0.0 0.4 0.0
0.0 0.0 0.1
-0.1 0.0 0.0
0.0 0.0 0.0
0.0 0.0 -0.2
0.1 0.0 -0.1
0.0 0.0 0.0
0.0 0.0 0.0
0.0 0.0 0.0
0.0 0.0 -0.1
0.0 0.0 0.0
0.0 0.0 0.0
0.0 0.0 0.0
0.1 0.0 0.0
0.0 0.0 0.0
0.0 0.0 0.0
0.0 0.0 0.0
0.0 -0.1 0.0
-0.1 0.0 -0.1